The following is a quantum chemistry calculation of the ion C11H14N2 with charge +2 in a non-equilibrium geometry, from the OMol25 dataset.

As for the charge: +2. As for the spin multiplicity: 1. The value obtained for the frontier orbital gap (alpha / beta) is 5.209 / 5.197 eV. The HOMO energy (alpha / beta) is -14.314 / -14.308 eV. Its molecular weight is 174.2 g mol⁻¹. The LUMO energy (alpha / beta) comes out at -9.105 / -9.111 eV. For the total energy, the calculation gives -536.13176 a.u.

Atoms and positions in Å:
N: -1.529 0.256 -1.684
N: -0.127 -3.091 0.530
C: 0.881 -1.956 -1.786
C: 0.178 -1.259 -0.940
C: 0.026 1.071 0.099
C: -0.322 -1.832 0.310
C: -1.150 1.966 0.769
C: -2.607 0.252 -2.051
C: 1.649 1.311 2.039
C: -0.213 2.600 -0.137
C: -0.290 0.178 -1.173
C: 1.161 0.629 0.816
C: 0.326 -4.137 0.791
H: 1.471 -0.395 0.592
H: 2.624 1.757 1.927
H: 0.623 3.078 0.271
H: 1.342 -2.922 -1.545
H: 0.317 0.708 -2.094
H: -2.183 1.786 0.601
H: -0.849 2.821 -0.944
H: -3.644 0.411 -2.348
H: -1.079 2.090 1.815
H: -0.979 -1.319 0.878
H: 1.049 2.224 2.342
H: 1.286 -1.672 -2.796
H: 0.324 -5.169 0.785
H: 1.715 0.615 2.933